--- one ---
{
  "formula": "C5H8N2O2",
  "method": "wB97M-V/def2-TZVPD",
  "charge": 0,
  "smiles": "[H]/N=C1\\NOCCOC1=C",
  "homo_lumo_gap_ha": 0.3603,
  "spin_multiplicity": 1,
  "species": ["C", "C", "C", "C", "C", "H", "H", "H", "H", "H", "H", "H", "H", "N", "N", "O", "O"],
  "positions_angstrom": [[-2.06, -1.32, -0.68], [-0.99, -0.71, -0.17], [1.19, -0.86, 0.77], [2.03, 0.07, -0.12], [-1.00, 0.81, 0.10], [-1.99, -2.36, -0.91], [-2.91, -0.70, -0.99], [0.74, -0.38, 1.69], [1.78, -1.66, 1.15], [2.60, -0.46, -0.89], [2.77, 0.58, 0.48], [0.16, 2.40, -0.50], [-1.86, 2.38, 0.63], [0.21, 1.47, -0.22], [-2.04, 1.34, 0.59], [0.16, -1.46, 0.05], [1.22, 0.86, -0.96]]
}


--- two ---
{
  "formula": "C5H8N2O2",
  "method": "wB97M-V/def2-TZVPD",
  "charge": 0,
  "homo_lumo_gap_ha": 0.2683,
  "spin_multiplicity": 1,
  "species": ["C", "C", "N", "C", "C", "C", "N", "O", "O", "H", "H", "H", "H", "H", "H", "H", "H"],
  "positions_angstrom": [[-1.70, -1.39, 0.15], [2.07, -0.11, -0.40], [-0.93, 0.84, 0.97], [-0.28, 1.48, 0.05], [-0.57, -0.67, 0.85], [0.60, -0.12, -0.77], [0.14, 2.58, -0.29], [0.11, -1.15, 1.75], [0.22, -0.46, -1.86], [-1.36, 1.29, 1.78], [0.33, 2.78, -1.27], [-2.61, -1.28, 0.75], [-1.44, -2.44, 0.06], [-1.90, -1.01, -0.84], [2.22, 0.05, 0.67], [2.52, -1.07, -0.66], [2.58, 0.67, -0.96]]
}


Here are the energies relative to the best structure, in eV: one 0.097; two 0.000.


--- one ---
{
  "formula": "C3H6N2O",
  "method": "wB97M-V/def2-TZVPD",
  "charge": 0,
  "smiles": "c1c[nH]cn1.O",
  "homo_lumo_gap_ha": 0.3290,
  "spin_multiplicity": 1,
  "species": ["C", "C", "N", "C", "N", "H", "H", "H", "H", "H", "H", "O"],
  "positions_angstrom": [[1.05, -0.33, -0.98], [1.88, -1.30, -0.51], [1.59, -1.44, 0.86], [0.63, -0.49, 1.19], [0.23, 0.15, 0.01], [0.99, 0.22, -1.99], [2.62, -1.98, -0.93], [0.18, -0.45, 2.09], [-0.63, 0.61, 0.07], [-2.96, 1.91, -0.75], [-3.09, 1.43, 0.83], [-2.49, 1.67, 0.12]]
}


--- two ---
{
  "formula": "C3H6N2O",
  "method": "wB97M-V/def2-TZVPD",
  "charge": 0,
  "smiles": "NC(=O)[C@H]1CN1",
  "homo_lumo_gap_ha": 0.3930,
  "spin_multiplicity": 1,
  "species": ["N", "C", "O", "C", "C", "N", "H", "H", "H", "H", "H", "H"],
  "positions_angstrom": [[-1.37, 0.84, 0.96], [-1.19, 0.26, -0.25], [-1.93, 0.42, -1.21], [0.02, -0.65, -0.33], [1.34, -0.10, -0.70], [1.05, -0.47, 0.69], [-2.10, 1.53, 1.06], [-0.65, 0.74, 1.66], [-0.22, -1.65, -0.67], [1.45, 0.96, -0.88], [2.00, -0.75, -1.27], [1.48, -1.36, 0.93]]
}


Here are the energies relative to the best structure, in eV: one 0.444; two 0.000.


--- one ---
{
  "formula": "C3H6N2O",
  "method": "wB97M-V/def2-TZVPD",
  "charge": 0,
  "smiles": "N#C[C@H](O)CN",
  "homo_lumo_gap_ha": 0.3994,
  "spin_multiplicity": 1,
  "species": ["N", "C", "C", "O", "C", "N", "H", "H", "H", "H", "H", "H"],
  "positions_angstrom": [[-1.40, -0.76, 0.53], [-0.65, -0.01, -0.48], [0.67, 0.51, 0.13], [1.06, -0.21, 1.28], [1.74, 0.49, -0.90], [2.55, 0.47, -1.73], [-1.28, -0.35, 1.45], [-2.39, -0.75, 0.32], [-0.44, -0.68, -1.32], [-1.19, 0.86, -0.89], [0.56, 1.55, 0.45], [0.75, -1.12, 1.17]]
}


--- two ---
{
  "formula": "C3H6N2O",
  "method": "wB97M-V/def2-TZVPD",
  "charge": 0,
  "homo_lumo_gap_ha": [0.3143, 0.3142],
  "spin_multiplicity": 1,
  "species": ["C", "N", "C", "N", "C", "O", "H", "H", "H", "H", "H", "H"],
  "positions_angstrom": [[1.55, 0.16, -0.23], [0.70, -0.86, 0.00], [-1.27, -0.33, 0.16], [-1.90, -1.23, 0.72], [-1.20, 0.90, -0.46], [-0.34, 1.78, -0.07], [1.91, 0.25, -1.26], [2.25, 0.46, 0.55], [0.73, 1.26, -0.17], [0.69, -1.02, 1.01], [-1.38, -2.11, 0.74], [-1.57, 0.93, -1.50]]
}


Here are the energies relative to the best structure, in eV: one 0.000; two 3.510.


--- one ---
{
  "formula": "C3H6N2O",
  "method": "wB97M-V/def2-TZVPD",
  "charge": 0,
  "smiles": "N#C[C@@H](N)CO",
  "homo_lumo_gap_ha": 0.3998,
  "spin_multiplicity": 1,
  "species": ["N", "C", "C", "O", "C", "N", "H", "H", "H", "H", "H", "H"],
  "positions_angstrom": [[0.49, 0.92, 1.06], [0.42, -0.34, 0.33], [-0.85, -0.40, -0.55], [-2.03, -0.23, 0.19], [1.58, -0.57, -0.56], [2.50, -0.75, -1.24], [1.43, 1.27, 1.10], [-0.08, 1.63, 0.62], [0.39, -1.18, 1.04], [-0.75, 0.34, -1.35], [-0.92, -1.39, -1.01], [-2.18, 0.70, 0.36]]
}


--- two ---
{
  "formula": "C3H6N2O",
  "method": "wB97M-V/def2-TZVPD",
  "charge": 0,
  "homo_lumo_gap_ha": 0.3934,
  "spin_multiplicity": 1,
  "species": ["N", "C", "C", "O", "C", "N", "H", "H", "H", "H", "H", "H"],
  "positions_angstrom": [[-1.37, -0.87, 0.64], [-0.59, -0.04, -0.26], [-0.12, 1.40, 0.10], [1.24, 1.04, -0.26], [0.90, -0.28, -0.39], [1.64, -1.30, -0.45], [-1.75, -1.72, 0.21], [-0.82, -1.17, 1.44], [-1.10, 0.07, -1.22], [-0.44, 2.25, -0.53], [-0.21, 1.66, 1.15], [2.62, -1.02, -0.43]]
}


Here are the energies relative to the best structure, in eV: one 0.000; two 0.288.


--- one ---
{
  "formula": "C6H8N2O",
  "method": "wB97M-V/def2-TZVPD",
  "charge": 0,
  "smiles": "C[C@@H]1N2N=CC[C@]12C=O",
  "homo_lumo_gap_ha": 0.3787,
  "spin_multiplicity": 1,
  "species": ["C", "C", "C", "C", "C", "C", "H", "H", "H", "H", "H", "H", "H", "H", "N", "N", "O"],
  "positions_angstrom": [[1.52, -1.17, 0.49], [0.31, -1.08, -0.38], [0.58, 1.80, -0.14], [-0.55, 1.22, 0.66], [-0.72, -0.05, -0.20], [-2.09, -0.40, -0.53], [1.94, -0.22, 0.81], [2.31, -1.78, 0.06], [1.32, -1.74, 1.42], [-0.11, -2.03, -0.71], [1.15, 2.67, 0.09], [-1.44, 1.82, 0.69], [-0.17, 0.96, 1.65], [-2.12, -1.19, -1.32], [0.19, -0.02, -1.40], [0.96, 1.15, -1.16], [-3.07, 0.05, -0.02]]
}


--- two ---
{
  "formula": "C6H8N2O",
  "method": "wB97M-V/def2-TZVPD",
  "charge": 0,
  "smiles": "N#CC1=C(CO)NCC1",
  "homo_lumo_gap_ha": 0.3157,
  "spin_multiplicity": 1,
  "species": ["C", "C", "C", "C", "C", "C", "H", "H", "H", "H", "H", "H", "H", "H", "N", "N", "O"],
  "positions_angstrom": [[-0.80, 1.35, -0.89], [0.11, 0.31, -0.31], [-0.14, -0.50, 0.71], [1.07, -1.34, 0.99], [2.12, -0.73, 0.07], [-1.34, -0.59, 1.46], [-1.04, 0.80, -2.77], [-0.55, 2.31, -0.45], [-1.85, 1.16, -0.63], [1.34, -1.37, 2.04], [0.81, -2.38, 0.73], [2.87, -0.21, 0.68], [2.66, -1.47, -0.57], [1.56, 0.45, -1.65], [1.35, 0.20, -0.73], [-2.36, -0.54, 2.00], [-0.60, 1.52, -2.30]]
}


--- three ---
{
  "formula": "C6H8N2O",
  "method": "wB97M-V/def2-TZVPD",
  "charge": 0,
  "smiles": "C[C@@H]1O[C@H]1c1cnc[nH]1",
  "homo_lumo_gap_ha": 0.3564,
  "spin_multiplicity": 1,
  "species": ["C", "C", "C", "C", "C", "C", "N", "N", "O", "H", "H", "H", "H", "H", "H", "H", "H"],
  "positions_angstrom": [[-1.33, 1.97, -0.11], [-0.40, 2.34, 1.85], [-0.71, 0.79, 0.30], [-0.60, -0.63, -0.44], [0.82, -1.19, -0.55], [1.25, -2.23, -1.50], [-1.05, 2.93, 0.90], [-0.21, 1.02, 1.60], [-0.15, -1.68, 0.44], [-2.01, 2.35, -0.92], [-0.05, 2.71, 2.90], [-1.41, -0.83, -1.13], [1.56, -0.41, -0.21], [0.43, -2.29, -2.17], [1.35, -3.25, -0.98], [2.15, -2.00, -2.07], [0.36, 0.39, 2.08]]
}


--- four ---
{
  "formula": "C6H8N2O",
  "method": "wB97M-V/def2-TZVPD",
  "charge": 0,
  "smiles": "[H]/N=C(/C)C#N.CC#CO",
  "homo_lumo_gap_ha": 0.3478,
  "spin_multiplicity": 1,
  "species": ["C", "C", "C", "C", "C", "O", "N", "C", "N", "H", "H", "H", "H", "H", "H", "H", "H"],
  "positions_angstrom": [[0.71, 1.91, -0.83], [0.63, -0.46, 1.78], [0.21, -0.50, -1.70], [0.37, 0.49, -0.99], [-0.52, -0.21, 0.83], [0.19, -1.52, -2.51], [-1.41, 0.70, 1.12], [-0.97, -1.50, 0.19], [-1.41, -2.47, -0.26], [-0.55, -2.11, -2.29], [-2.37, 0.42, 0.97], [-0.01, 2.36, -0.15], [0.68, 2.43, -1.78], [1.70, 2.01, -0.39], [0.92, 0.48, 2.24], [0.34, -1.17, 2.55], [1.48, -0.87, 1.23]]
}


Here are the energies relative to the best structure, in eV: one 1.616; two 0.000; three 1.073; four 3.453.


--- one ---
{
  "formula": "CH4N3",
  "method": "wB97M-V/def2-TZVPD",
  "charge": 1,
  "homo_lumo_gap_ha": [0.2719, 0.3324],
  "spin_multiplicity": 3,
  "species": ["C", "N", "N", "N", "H", "H", "H", "H"],
  "positions_angstrom": [[-1.34, 0.72, -0.02], [-1.38, -0.41, 0.47], [-0.35, -0.16, -0.59], [0.98, -0.34, 0.01], [-1.74, 1.64, -0.22], [0.96, -1.37, 0.50], [1.23, 0.47, 0.69], [1.64, -0.54, -0.84]]
}


--- two ---
{
  "formula": "CH4N3",
  "method": "wB97M-V/def2-TZVPD",
  "charge": 1,
  "homo_lumo_gap_ha": [0.1317, 0.3603],
  "spin_multiplicity": 3,
  "species": ["C", "N", "N", "N", "H", "H", "H", "H"],
  "positions_angstrom": [[-1.23, 3.06, 0.96], [-1.34, 2.36, 0.04], [0.66, -0.84, -0.63], [0.14, -1.45, -1.52], [-1.90, 2.24, -0.79], [0.49, -2.07, -2.15], [-1.01, 3.89, 2.11], [-1.00, -1.53, -1.53]]
}


Here are the energies relative to the best structure, in eV: one 0.972; two 0.000.